A single C14H17NO6S molecule, computed with ωB97M-V with the def2-TZVPD basis set.

Properties
energy = -39401.7035 eV
HOMO-LUMO gap = 8.1418 eV
LUMO energy = -0.178 eV
HOMO = -8.32 eV
energy relative to the best compared isomer or geometry (same formula, charge and spin) = 70.7 kcal/mol
structure (SMILES) = COc1cc(/C=C/C(=O)O)cc(S(=O)(=O)NC2CC2)c1OC

ORCA input file:
```
! RIJCOSX wB97M-V def2-TZVPD def2/J DEFGRID3
* xyz 0 1
C -3.40872 -3.24153 -0.98482
H -4.15800 -3.92208 -0.58359
O -2.73112 -2.73148 0.13967
C -1.71226 -1.84016 -0.05170
C -1.30842 -1.39971 -1.30066
C -0.26068 -0.48688 -1.48197
C 0.39959 -0.01141 -0.34800
C 0.00305 -0.44142 0.89334
C -1.03950 -1.34527 1.09156
O -1.26327 -1.63014 2.38107
C -2.27836 -2.52093 2.79963
H -3.26770 -2.16992 2.50068
H -2.20501 -2.53149 3.88602
H -2.11402 -3.52699 2.40948
S 0.78213 0.13600 2.40596
O -0.16580 0.91556 3.14427
O 1.46368 -0.94877 3.04515
N 1.98010 1.13796 1.78064
C 1.71415 2.54412 1.74679
C 2.76193 3.48753 1.24751
C 2.37167 3.49541 2.70056
H 1.79526 4.32423 3.07906
H 3.07393 3.09065 3.41337
H 2.45552 4.31206 0.62297
H 3.72505 3.07672 0.98615
H 0.67937 2.71450 1.48400
H 2.87919 0.90004 2.17075
H 1.21858 0.68220 -0.41946
C 0.08429 -0.08159 -2.82567
C 1.02861 0.80411 -3.17655
C 1.31135 1.16063 -4.56720
O 2.15276 1.95707 -4.90919
O 0.54171 0.51850 -5.46945
H 0.78949 0.80800 -6.36078
H 1.64566 1.31844 -2.45669
H -0.48947 -0.54560 -3.61779
H -1.81318 -1.76517 -2.18102
H -2.73421 -3.79534 -1.64473
H -3.90734 -2.44784 -1.54933
*
```

Löwdin atomic charges, in units of e: C -0.0714; H 0.0977; O -0.1035; C -0.1680; C 0.0467; C -0.1975; C 0.0010; C -0.1640; C -0.1831; O -0.0739; C -0.0350; H 0.0997; H 0.1024; H 0.0995; S 0.6837; O -0.2625; O -0.2725; N -0.1060; C -0.3736; C -0.0999; C -0.0935; H 0.0997; H 0.1034; H 0.0977; H 0.1006; H 0.1402; H 0.1155; H 0.1051; C -0.0111; C 0.0105; C -0.5414; O 0.0937; O 0.0875; H 0.1287; H 0.1147; H 0.1194; H 0.1106; H 0.0995; H 0.0993



C29H18BrN4O3PrS5 as an isolated structure, computed with ωB97M-V with the def2-TZVPD basis set.

Properties
energy = -180756.6472 eV
HOMO-LUMO gap (alpha / beta) = 6.8732 / 6.8804 eV
LUMO energy (alpha / beta) = -0.773 / -0.769 eV
HOMO (alpha / beta) = -7.65 / -7.65 eV

ORCA input file:
```
! RIJCOSX wB97M-V def2-TZVPD def2/J DEFGRID3
* xyz 0 3
Pr 0.17786 -1.52555 1.23580
Br -1.92626 7.03373 -1.39802
C -3.09078 5.80249 -0.52701
C -4.31613 5.50728 -1.10578
C -5.16533 4.63144 -0.47209
C -4.77678 3.97962 0.71007
C -3.53930 4.30574 1.28129
C -2.70410 5.21736 0.66601
N -5.73060 3.19926 1.32122
N -5.68358 2.06720 1.80718
C -4.66985 1.14274 1.75654
C -4.72297 0.18784 2.77965
C -3.76769 -0.79449 2.93563
C -2.65883 -0.88601 2.07847
O -1.78625 -1.82926 2.14681
C -2.55718 0.12486 1.03273
N -1.43644 0.09381 0.25804
C -1.38077 0.88323 -0.80249
C -2.47094 1.63884 -1.23652
C -3.59557 1.69909 -0.45379
C -3.62317 1.03388 0.78783
H -4.60276 5.97670 -2.03378
H -6.12838 4.40138 -0.90114
H -3.24206 3.85914 2.21819
H -1.74890 5.46820 1.10268
H -5.54335 0.25423 3.47862
H -3.85078 -1.53038 3.72002
H -0.46198 0.87656 -1.38006
H -2.42122 2.14736 -2.18572
H -4.45999 2.23485 -0.80989
O 0.96435 -2.03485 3.30999
C 1.74900 -1.16922 2.86926
O 1.36748 -0.05909 2.41820
C 3.07356 -1.71043 2.37944
C 4.30489 -1.78577 3.03899
C 5.34385 -2.42014 2.40715
C 5.16107 -2.93982 1.11102
C 6.18590 -3.59915 0.39746
C 5.95960 -4.05169 -0.87260
C 4.71094 -3.84939 -1.48785
C 3.68434 -3.24925 -0.81252
C 3.88055 -2.79416 0.50808
N 2.84411 -2.21286 1.17003
H 4.41095 -1.36125 4.02376
H 6.30480 -2.52304 2.88943
H 7.14266 -3.73105 0.88384
H 6.73299 -4.57161 -1.41845
H 4.56297 -4.18655 -2.50286
H 2.71381 -3.10573 -1.27017
C 1.42825 -3.26322 -4.42495
S 0.69476 -1.61296 -4.65522
C 1.40507 -0.76094 -3.29748
C 1.21693 -1.07279 -1.99648
S 0.26297 -2.39569 -1.38809
S 2.08869 -0.04320 -0.83346
C 2.81517 1.07020 -2.01640
S 3.77126 2.31334 -1.59281
S 2.42663 0.63124 -3.65281
H 1.20217 -3.81252 -5.33101
H 0.97434 -3.74204 -3.56480
H 2.50001 -3.15748 -4.29916
*
```

Löwdin atomic charges, in units of e: Pr 1.1000; Br 0.7190; C -0.6873; C -0.1280; C -0.0393; C -0.3203; C -0.0214; C -0.1228; N 0.0642; N 0.0707; C -0.2279; C -0.0016; C 0.0099; C -0.3228; O -0.1906; C -0.1138; N 0.0113; C -0.0856; C -0.0022; C 0.0134; C -0.0736; H 0.1013; H 0.1172; H 0.1214; H 0.1035; H 0.1158; H 0.1182; H 0.0939; H 0.1176; H 0.1109; O 0.0004; C -0.6806; O -0.0377; C -0.1682; C 0.0264; C 0.0207; C -0.1410; C -0.0262; C -0.0666; C -0.0515; C -0.0090; C -0.1849; N 0.0970; H 0.1223; H 0.1230; H 0.1153; H 0.1067; H 0.1058; H 0.0490; C -0.3875; S 0.8166; C -1.0062; C -1.0656; S 0.5932; S 0.9032; C -1.4490; S 0.5803; S 0.9118; H 0.0305; H -0.0141; H 0.0352



A single C2H3NO molecule, computed with ωB97M-V with the def2-TZVPD basis set.

Properties
energy = -5658.5078 eV
HOMO-LUMO gap = 10.4775 eV
LUMO energy = 0.470 eV
HOMO = -10.01 eV
energy relative to the best compared isomer or geometry (same formula, charge and spin) = 32.2 kcal/mol
structure (SMILES) = C=NC=O

ORCA input file:
```
! RIJCOSX wB97M-V def2-TZVPD def2/J DEFGRID3
* xyz 0 1
C 0.59350 -0.43668 -0.10131
C -1.66621 0.29246 -0.10610
N -0.50108 -0.08276 -0.60076
O -2.64497 -0.29315 0.15958
H 0.53871 -0.27444 1.00932
H 1.47047 -0.64529 -0.70030
H -1.72276 1.45363 -0.18464
*
```

Löwdin atomic charges, in units of e: C 0.0228; C -0.4678; N 0.0334; O 0.0766; H 0.1066; H 0.0790; H 0.1493